one.
{
  "formula": "C19H54BO20",
  "method": "wB97M-V/def2-TZVPD",
  "elements": ["O", "O", "O", "O", "O", "O", "O", "O", "O", "O", "O", "O", "O", "O", "O", "O", "O", "O", "O", "O", "C", "C", "C", "C", "C", "C", "C", "C", "C", "C", "C", "C", "C", "C", "C", "C", "C", "C", "C", "B", "H", "H", "H", "H", "H", "H", "H", "H", "H", "H", "H", "H", "H", "H", "H", "H", "H", "H", "H", "H", "H", "H", "H", "H", "H", "H", "H", "H", "H", "H", "H", "H", "H", "H", "H", "H", "H", "H", "H", "H", "H", "H", "H", "H", "H", "H", "H", "H", "H", "H", "H", "H", "H", "H"],
  "positions_angstrom": [[1.294, 1.666, 2.245], [0.470, -0.185, -1.740], [6.804, 5.141, 3.740], [-6.178, -2.915, 3.848], [-1.588, 0.472, -0.897], [4.041, -3.926, -5.578], [0.453, 0.436, 0.539], [2.417, -8.064, -3.554], [4.466, -3.416, 2.474], [-10.397, -5.858, -5.938], [-1.888, -7.307, -8.228], [-5.541, 3.779, 2.421], [2.093, 2.346, -8.990], [0.204, 2.153, -1.049], [1.304, 3.819, 0.093], [-2.856, -1.257, -1.801], [-1.519, 9.323, -2.422], [8.209, 2.210, -1.648], [-0.339, -1.934, -3.046], [4.852, 1.969, 9.167], [6.987, 1.707, -2.227], [3.463, -5.156, 3.858], [-9.988, -4.858, -3.791], [6.275, 2.113, 9.304], [0.736, 0.273, -9.113], [-0.474, -1.022, -2.206], [4.748, -4.342, 3.518], [2.054, 0.929, -8.688], [-5.989, 3.801, 3.724], [6.561, 6.506, 3.721], [-4.847, 4.313, 4.599], [-2.873, 8.910, -2.373], [-4.177, -3.807, 4.578], [-5.308, -4.022, 3.623], [0.831, 1.572, 1.101], [-1.824, -0.640, -1.623], [-9.370, -5.424, -5.040], [0.861, 2.660, -0.052], [6.424, 3.615, 9.848], [-0.146, 0.741, -0.780], [-3.124, 8.234, -3.191], [-5.276, 4.339, 5.601], [-2.786, -7.327, -8.559], [-4.900, -4.044, 2.613], [6.492, 2.580, -2.652], [-3.141, 8.282, -1.523], [-5.797, -4.983, 3.786], [2.504, -7.237, -4.028], [4.966, -3.899, 4.490], [-3.574, 9.740, -2.467], [6.224, 1.321, -1.551], [8.108, 2.690, -0.823], [2.916, 0.274, -8.814], [-8.927, -4.561, -5.538], [-4.517, -3.667, 5.604], [-9.961, -6.100, -6.759], [-3.662, -2.876, 4.341], [0.766, -0.782, -8.842], [0.444, 0.471, -10.145], [6.718, 2.044, 8.311], [-6.185, 2.780, 4.053], [7.451, 3.939, 9.683], [-10.574, -3.954, -3.958], [2.661, -4.483, 4.160], [-5.000, 2.991, 2.330], [7.444, 7.051, 4.056], [-6.953, 4.298, 3.828], [6.669, 1.438, 10.064], [5.554, -4.977, 3.151], [3.582, -5.898, 4.648], [1.948, 1.072, -7.613], [2.702, 2.405, -9.729], [2.924, -5.760, 3.128], [-4.000, 3.632, 4.515], [7.147, 0.918, -2.963], [3.130, -3.693, -5.399], [-1.825, -6.478, -7.755], [5.773, 6.767, 4.427], [6.029, 4.592, 3.601], [-3.423, -4.594, 4.589], [5.728, 4.260, 9.312], [3.658, -2.928, 2.650], [-10.756, -5.476, -3.325], [4.089, -3.990, -6.532], [-4.416, 5.253, 4.255], [6.148, 3.686, 10.900], [-8.627, -6.205, -4.877], [-0.075, 0.687, -8.512], [1.582, -7.989, -3.092], [-1.018, 8.573, -2.096], [-9.193, -4.682, -3.068], [-6.858, -2.897, 3.171], [4.582, 2.076, 8.252], [6.385, 6.768, 2.678]],
  "total_charge": -1,
  "e_homo_ev": -7.385,
  "lumo_energy_ev": 1.8,
  "homo_lumo_gap_ev": 9.171
}

=====

two.
{
  "formula": "C19H54BO20",
  "method": "wB97M-V/def2-TZVPD",
  "elements": ["O", "O", "O", "O", "O", "O", "O", "O", "O", "O", "O", "O", "O", "O", "O", "O", "O", "O", "O", "O", "C", "C", "C", "C", "C", "C", "C", "C", "C", "C", "C", "C", "C", "C", "C", "C", "C", "C", "C", "B", "H", "H", "H", "H", "H", "H", "H", "H", "H", "H", "H", "H", "H", "H", "H", "H", "H", "H", "H", "H", "H", "H", "H", "H", "H", "H", "H", "H", "H", "H", "H", "H", "H", "H", "H", "H", "H", "H", "H", "H", "H", "H", "H", "H", "H", "H", "H", "H", "H", "H", "H", "H", "H", "H"],
  "positions_angstrom": [[-2.048, -42.065, -11.494], [1.942, -36.723, -14.510], [-4.452, -36.861, -17.829], [4.140, -32.022, -15.722], [-0.396, -40.250, -13.111], [3.770, -42.233, -15.429], [3.787, -39.342, -9.496], [1.611, -36.529, -17.947], [-1.743, -34.352, -13.840], [0.355, -37.190, -16.190], [-3.295, -41.939, -16.028], [-1.983, -44.265, -14.780], [-0.404, -36.881, -13.881], [-4.567, -37.359, -11.398], [0.738, -38.838, -14.441], [-1.523, -35.905, -18.469], [-1.938, -37.803, -12.519], [6.490, -35.737, -16.473], [2.369, -33.300, -17.882], [3.532, -35.868, -15.845], [-0.970, -37.874, -13.216], [-3.265, -41.097, -14.877], [5.103, -32.728, -14.926], [1.440, -36.699, -16.780], [3.271, -40.444, -10.228], [3.162, -40.959, -15.219], [-4.681, -36.534, -16.441], [4.448, -33.156, -13.627], [2.458, -36.370, -15.668], [2.420, -40.055, -11.412], [-4.599, -40.359, -14.778], [-0.212, -33.345, -12.254], [-3.386, -36.488, -15.659], [-1.613, -33.830, -12.539], [-4.122, -37.462, -10.040], [-0.176, -39.161, -13.551], [-0.565, -44.217, -14.516], [-5.128, -36.733, -9.186], [0.003, -43.042, -15.226], [0.658, -37.391, -14.766], [-1.407, -41.576, -12.027], [-0.433, -44.186, -13.431], [-0.387, -42.105, -14.825], [1.093, -43.025, -15.144], [4.903, -34.019, -13.147], [-3.800, -37.566, -11.947], [-4.640, -39.727, -13.887], [-2.473, -40.347, -14.980], [5.545, -35.674, -16.274], [4.625, -31.730, -16.502], [-4.804, -36.632, -8.142], [-0.619, -36.206, -18.322], [2.915, -39.355, -12.089], [-2.710, -42.679, -15.827], [-4.145, -38.515, -9.738], [-6.081, -37.258, -9.154], [-4.600, -37.800, -17.970], [0.056, -32.503, -12.896], [-3.156, -41.702, -13.975], [2.109, -40.978, -11.905], [-2.360, -45.122, -14.567], [4.390, -32.300, -12.954], [2.071, -41.000, -15.265], [3.430, -33.475, -13.870], [3.484, -40.183, -15.923], [-0.098, -45.158, -14.836], [5.416, -33.616, -15.481], [3.063, -32.869, -17.369], [-1.844, -34.591, -11.773], [-3.132, -37.010, -9.988], [2.567, -34.241, -17.819], [4.157, -40.984, -10.566], [-4.789, -39.750, -15.661], [2.702, -41.113, -9.572], [-5.262, -35.703, -9.522], [-2.076, -36.607, -18.110], [-0.124, -33.044, -11.205], [3.171, -39.017, -8.836], [-5.400, -37.244, -16.026], [-2.598, -36.019, -16.248], [-2.363, -33.056, -12.369], [-3.079, -37.489, -15.348], [-5.403, -41.093, -14.688], [5.992, -32.119, -14.738], [-3.520, -35.862, -14.775], [0.521, -34.131, -12.438], [-1.568, -35.299, -13.852], [-5.165, -35.556, -16.442], [3.724, -42.440, -16.365], [-0.200, -43.051, -16.299], [3.430, -40.615, -14.223], [6.715, -36.647, -16.266], [-2.496, -41.380, -10.990], [1.502, -39.513, -11.158]],
  "total_charge": -1,
  "e_homo_ev": -7.779,
  "lumo_energy_ev": 2.2,
  "homo_lumo_gap_ev": 9.966
}

=====

What should be chosen as the most stable of them? Choose two.

=====

one.
{
  "formula": "C3H6N2O2S2",
  "method": "wB97M-V/def2-TZVPD",
  "elements": ["S", "S", "O", "O", "N", "N", "C", "C", "C", "H", "H", "H", "H", "H", "H"],
  "positions_angstrom": [[-1.910, 0.610, -1.682], [0.838, 0.627, -0.251], [-2.851, -0.177, -0.934], [-0.426, 0.002, -1.522], [-1.449, 2.122, -0.896], [2.212, -0.175, -0.291], [1.096, -1.592, 1.082], [0.121, -0.424, 1.083], [2.199, -1.369, 0.372], [0.317, 0.154, 1.890], [-0.962, -0.486, 0.822], [0.933, -2.479, 1.695], [-2.057, 2.549, -0.226], [3.008, -2.052, 0.421], [-1.072, 2.690, -1.564]],
  "e_homo_ev": -8.511,
  "lumo_energy_ev": -0.2,
  "homo_lumo_gap_ev": 8.269
}

=====

two.
{
  "formula": "C3H6N2O2S2",
  "method": "wB97M-V/def2-TZVPD",
  "elements": ["S", "S", "O", "O", "N", "N", "C", "C", "C", "H", "H", "H", "H", "H", "H"],
  "positions_angstrom": [[1.465, 0.611, 0.546], [1.396, -1.474, 0.928], [-2.449, -1.413, -0.770], [3.404, 1.048, -1.077], [2.477, 1.367, -0.377], [-2.201, 0.568, 0.440], [-2.428, -0.401, -0.204], [-2.628, 1.850, 0.859], [2.179, -2.079, -0.604], [1.575, -1.784, -1.457], [-3.659, 2.048, 0.562], [-2.546, 1.902, 1.945], [3.185, -1.682, -0.684], [-1.971, 2.601, 0.417], [2.202, -3.160, -0.524]],
  "e_homo_ev": -8.966,
  "lumo_energy_ev": -0.2,
  "homo_lumo_gap_ev": 8.741
}

=====

What should be chosen as the most stable of them? Choose two.

=====

one.
{
  "formula": "C2H8N2O3",
  "method": "wB97M-V/def2-TZVPD",
  "elements": ["O", "O", "O", "N", "N", "C", "C", "H", "H", "H", "H", "H", "H", "H", "H"],
  "positions_angstrom": [[-1.489, 1.020, 1.119], [1.487, 0.633, 1.154], [0.477, 0.554, -0.851], [-2.308, -0.109, -0.636], [2.594, -0.194, -0.612], [1.372, 0.163, -0.112], [-1.684, -0.142, 0.523], [-2.307, -0.935, -1.205], [0.606, 0.949, 1.436], [2.607, -0.542, -1.559], [-1.793, 1.788, 0.587], [-2.506, 0.765, -1.142], [-0.544, -1.502, 0.691], [0.185, -1.957, 0.571], [3.303, -0.490, 0.036]],
  "e_homo_ev": -8.275,
  "lumo_energy_ev": 0.7,
  "homo_lumo_gap_ev": 8.930
}

=====

two.
{
  "formula": "C2H8N2O3",
  "method": "wB97M-V/def2-TZVPD",
  "elements": ["O", "O", "O", "N", "N", "C", "C", "H", "H", "H", "H", "H", "H", "H", "H"],
  "positions_angstrom": [[0.249, 1.847, -0.503], [-1.370, -1.131, -0.623], [-1.667, 0.718, 0.741], [-0.152, -0.883, 1.349], [0.183, 0.452, -0.697], [-0.777, -0.225, 0.246], [1.523, -0.102, -0.682], [-1.277, -0.607, -1.493], [-0.776, -0.853, 2.147], [1.999, 0.002, 0.298], [-1.884, 1.348, 0.034], [0.027, -1.851, 1.116], [0.367, 2.026, 0.448], [1.445, -1.155, -0.943], [2.110, 0.413, -1.440]],
  "e_homo_ev": -9.482,
  "lumo_energy_ev": 0.8,
  "homo_lumo_gap_ev": 10.243
}

=====

three.
{
  "formula": "C2H8N2O3",
  "method": "wB97M-V/def2-TZVPD",
  "elements": ["O", "O", "O", "N", "N", "C", "C", "H", "H", "H", "H", "H", "H", "H", "H"],
  "positions_angstrom": [[-2.260, -0.154, 0.541], [-0.161, -2.475, 0.265], [2.653, -1.633, 0.493], [-0.156, 2.316, -2.538], [1.696, -0.663, 0.852], [-0.979, -0.255, 1.208], [-0.065, -1.372, 0.731], [-0.191, 3.248, -2.118], [-1.293, -0.433, 2.312], [-1.023, 1.754, -2.540], [-2.573, -0.895, 0.099], [0.406, 1.928, -1.811], [-0.587, 0.658, 1.095], [2.801, -1.470, -0.414], [1.731, -0.553, 1.826]],
  "e_homo_ev": -9.037,
  "lumo_energy_ev": 0.4,
  "homo_lumo_gap_ev": 9.412
}

=====

What should be chosen as the most stable of them? Choose two.